Below is the molecule C19H19F3N4O4 in a non-equilibrium geometry, with properties calculated with ωB97M-V/def2-TZVPD.

Last column: Löwdin charge in e.
Element x y z (Å)
C1 -0.341 0.217 5.647  -0.08
O1 -0.177 1.218 4.674  -0.06
C2 0.099 0.846 3.399  -0.19
C3 0.222 -0.463 2.959  -0.01
C4 0.468 -0.727 1.623  -0.02
C5 0.646 0.300 0.716  -0.10
C6 0.888 0.005 -0.750  -0.12
C7 1.954 -1.057 -0.940  -0.04
C8 1.655 -2.332 -1.284  -0.18
C9 2.690 -3.407 -1.389  -0.12
C10 3.882 -3.076 -0.498  -0.18
C11 4.400 -1.689 -0.845  -0.10
C12 3.328 -0.626 -0.700  -0.35
O2 3.610 0.525 -0.434  0.09
N1 0.364 -2.709 -1.567  0.17
C13 -0.599 -1.753 -1.672  -0.31
N2 -1.836 -1.882 -2.108  0.21
C14 -2.303 -0.616 -2.017  -0.25
C15 -3.692 -0.260 -2.416  -0.58
F1 -3.887 -0.392 -3.739  0.14
F2 -4.605 -1.044 -1.822  0.14
F3 -4.007 1.000 -2.106  0.15
N3 -1.432 0.255 -1.562  0.21
N4 -0.339 -0.476 -1.345  0.00
C16 0.557 1.629 1.148  -0.16
O3 0.771 2.644 0.244  -0.11
C17 2.030 3.287 0.404  -0.05
C18 0.244 1.907 2.480  -0.13
O4 0.078 3.166 2.982  -0.06
C19 -0.684 4.082 2.213  -0.06
H1 0.568 -0.381 5.768  0.10
H2 -0.551 0.744 6.576  0.09
H3 -1.182 -0.443 5.409  0.10
H4 0.103 -1.288 3.643  0.10
H5 0.532 -1.753 1.291  0.12
H6 1.174 0.942 -1.243  0.16
H7 2.252 -4.368 -1.110  0.12
H8 3.021 -3.483 -2.431  0.13
H9 4.669 -3.819 -0.633  0.12
H10 3.571 -3.097 0.549  0.12
H11 5.247 -1.409 -0.219  0.13
H12 4.737 -1.666 -1.886  0.13
H13 0.143 -3.641 -1.882  0.16
H14 2.154 3.683 1.416  0.10
H15 2.844 2.591 0.189  0.07
H16 2.040 4.104 -0.315  0.10
H17 -1.492 3.576 1.680  0.11
H18 -1.103 4.788 2.930  0.09
H19 -0.070 4.624 1.490  0.08

Results
Spin multiplicity: 1
Total energy (hartree): -1555.007674
Kohn-Sham gap (Eh): 0.313
Max |F| (eV/Å): 1.19
SMILES: COc1ccc([C@H]2C3=C(CCCC3=O)Nc3nc(C(F)(F)F)nn32)c(OC)c1OC

***

Below is the ion C19H19N2O4 with charge -1 in a non-equilibrium geometry, with properties calculated with ωB97M-V/def2-TZVPD.

Last column: Löwdin charge in e.
Element x y z (Å)
C1 1.969 -0.197 6.388  -0.06
O1 1.297 0.730 5.491  -0.11
C2 1.047 0.492 4.171  -0.28
C3 0.452 1.535 3.422  -0.01
C4 0.148 1.357 2.087  -0.04
C5 0.356 0.130 1.422  -0.13
C6 -0.406 -0.146 0.068  -0.17
C7 -0.796 -1.555 -0.237  -0.25
C8 -1.372 -1.920 -1.460  -0.27
N1 -1.864 -2.412 -2.411  0.14
C9 -0.908 -2.553 0.735  -0.30
N2 -0.965 -3.458 1.476  0.08
C10 1.014 -0.878 2.146  -0.04
C11 1.312 -0.726 3.505  -0.01
H1 2.320 0.457 7.192  0.08
H2 1.254 -0.923 6.798  0.09
H3 2.817 -0.719 5.922  0.08
H4 0.212 2.472 3.926  0.11
H5 -0.320 2.172 1.538  0.11
H6 -1.375 0.305 0.355  0.14
H7 1.272 -1.833 1.695  0.10
H8 1.702 -1.559 4.078  0.10
C12 -3.118 -0.761 -4.701  -0.09
C13 -2.987 0.305 -3.639  -0.19
O2 -1.611 0.327 -3.116  -0.05
C14 -1.450 0.802 -1.879  -0.44
C15 -0.046 0.507 -1.261  -0.21
C16 0.745 1.811 -1.093  -0.32
O3 0.302 2.895 -0.824  0.11
C17 2.212 1.545 -1.425  -0.09
C18 2.270 0.257 -2.252  -0.17
C19 0.843 -0.305 -2.253  -0.11
O4 -2.316 1.387 -1.263  0.11
H9 -4.142 -0.758 -5.092  0.07
H10 -2.441 -0.585 -5.544  0.07
H11 -2.930 -1.749 -4.266  0.03
H12 -3.139 1.314 -4.036  0.12
H13 -3.664 0.101 -2.801  0.12
H14 2.616 2.395 -1.978  0.11
H15 2.780 1.428 -0.488  0.13
H16 2.632 0.413 -3.277  0.10
H17 2.972 -0.475 -1.813  0.11
H18 0.915 -1.371 -2.048  0.11
H19 0.390 -0.254 -3.260  0.12

Results
Spin multiplicity: 1
Net charge: -1
Total energy (hartree): -1145.888165
Kohn-Sham gap (Eh): 0.227
Max |F| (eV/Å): 2.33

***

Below is the molecule C19H19N3O2 in a non-equilibrium geometry, with properties calculated with ωB97M-V/def2-TZVPD.

Last column: Löwdin charge in e.
Element x y z (Å)
N1 -4.600 0.997 1.972  0.17
C1 -3.698 0.249 1.993  -0.25
C2 -2.714 -0.788 1.872  -0.14
C3 -1.349 -0.437 2.360  -0.17
C4 -0.384 -1.444 2.655  -0.01
C5 0.925 -1.124 2.990  0.01
C6 1.296 0.228 3.055  -0.16
N2 2.690 0.550 3.079  -0.32
O1 3.052 1.748 3.042  0.06
O2 3.512 -0.398 3.108  0.05
C7 0.346 1.253 2.904  0.02
C8 -0.967 0.913 2.587  0.00
C9 -3.283 -1.375 0.209  -0.18
C10 -2.919 -0.340 -0.784  -0.22
C11 -3.789 0.707 -1.124  -0.05
C12 -3.410 1.565 -2.155  -0.07
C13 -2.169 1.411 -2.767  -0.09
C14 -1.282 0.423 -2.351  -0.08
C15 -1.648 -0.438 -1.329  -0.04
N3 -4.526 -2.003 -0.009  -0.10
C16 -5.255 -1.909 -1.296  -0.15
C17 -6.285 -3.035 -1.263  -0.15
C18 -6.205 -3.705 0.129  -0.16
C19 -4.883 -3.221 0.722  -0.17
H1 -3.024 -1.772 2.300  0.13
H2 -0.689 -2.486 2.639  0.11
H3 1.677 -1.887 3.184  0.12
H4 0.662 2.290 3.018  0.12
H5 -1.712 1.711 2.516  0.12
H6 -2.529 -2.176 0.363  0.12
H7 -4.764 0.807 -0.617  0.11
H8 -4.120 2.327 -2.475  0.11
H9 -1.891 2.085 -3.567  0.10
H10 -0.306 0.299 -2.828  0.11
H11 -0.969 -1.237 -0.969  0.13
H12 -4.583 -2.036 -2.158  0.12
H13 -5.742 -0.933 -1.422  0.10
H14 -5.961 -3.785 -1.998  0.11
H15 -7.305 -2.711 -1.522  0.11
H16 -7.057 -3.460 0.785  0.11
H17 -6.158 -4.808 0.030  0.11
H18 -4.910 -3.015 1.801  0.12
H19 -4.100 -3.992 0.567  0.12

Results
Spin multiplicity: 1
Total energy (hartree): -1049.987567
Kohn-Sham gap (Eh): 0.264
ΔE to the lowest compared entry with this formula, charge and spin (kJ/mol): 689.8
Max |F| (eV/Å): 3.39
SMILES: N#C[C@H](c1ccc([N+](=O)[O-])cc1)[C@H](c1ccccc1)N1CCCC1

***

Below is a structure of composition C19H19N3O8P2RhS, with properties calculated with ωB97M-V/def2-TZVPD.

Last column: Löwdin charge in e.
Element x y z (Å)
Rh1 -1.071 0.854 -0.775  0.99
C1 2.859 2.074 0.721  0.00
C2 1.784 1.243 0.370  -0.06
N1 0.579 1.730 0.159  0.02
C3 0.357 3.058 0.305  -0.14
C4 1.364 3.953 0.655  -0.12
C5 2.654 3.422 0.852  0.03
C6 1.037 5.343 0.811  0.00
C7 -0.233 5.776 0.666  0.00
C8 -1.293 4.863 0.342  -0.13
C9 -2.644 5.243 0.240  0.02
C10 -3.593 4.296 -0.040  -0.01
C11 -3.199 2.971 -0.263  -0.08
N2 -1.938 2.598 -0.193  -0.01
C12 -0.988 3.518 0.128  -0.13
H1 3.833 1.633 0.872  0.12
H2 1.907 0.177 0.240  0.12
H3 3.470 4.083 1.113  0.13
H4 1.830 6.035 1.063  0.13
H5 -0.479 6.821 0.803  0.12
H6 -2.922 6.278 0.396  0.13
H7 -4.641 4.551 -0.111  0.12
H8 -3.917 2.209 -0.531  0.09
C13 1.282 -0.583 -5.102  -0.04
C14 0.411 -0.205 -3.905  -0.59
O1 -0.958 -0.539 -4.094  -0.09
P1 0.516 1.566 -3.501  0.50
O2 0.192 2.321 -4.847  -0.07
O3 1.997 1.886 -3.131  -0.11
O4 -0.485 1.957 -2.446  -0.35
P2 1.009 -1.049 -2.372  0.36
O5 1.048 -2.596 -2.709  -0.07
O6 2.391 -0.522 -2.158  -0.28
O7 -0.012 -0.834 -1.269  -0.39
H9 1.094 0.081 -5.948  0.09
H10 1.038 -1.606 -5.388  0.10
H11 2.340 -0.539 -4.853  0.09
H12 -1.213 -0.303 -4.994  0.11
H13 -0.049 3.252 -4.763  0.11
H14 2.408 1.050 -2.716  0.06
H15 0.206 -3.039 -2.543  0.10
O8 -1.629 -0.104 0.861  -0.23
N3 -2.919 -0.512 0.862  -0.16
C15 -3.387 -0.928 2.059  0.00
C16 -4.658 -1.409 2.179  -0.03
C17 -5.464 -1.463 1.037  -0.04
C18 -4.965 -1.032 -0.165  -0.07
C19 -3.654 -0.541 -0.267  -0.61
S1 -2.958 -0.008 -1.752  0.78
H16 -2.672 -0.845 2.864  0.15
H17 -5.014 -1.738 3.144  0.12
H18 -6.475 -1.841 1.100  0.12
H19 -5.560 -1.062 -1.067  0.12

Results
Spin multiplicity: 1
Net charge: +1
Total energy (hartree): -2693.171205
Kohn-Sham gap (Eh): 0.277
ΔE to the lowest compared entry with this formula, charge and spin (kJ/mol): 19.7
Max |F| (eV/Å): 0.35

***

Below is the molecule C19H19N5O2S in a non-equilibrium geometry, with properties calculated with ωB97M-V/def2-TZVPD.

Last column: Löwdin charge in e.
Element x y z (Å)
C1 -5.508 -0.805 0.453  -0.08
O1 -4.248 -0.570 1.036  -0.08
C2 -3.435 0.361 0.480  -0.27
C3 -3.730 1.104 -0.660  -0.02
C4 -2.816 2.028 -1.137  -0.06
C5 -1.601 2.227 -0.511  -0.05
C6 -1.302 1.467 0.613  -0.21
N1 -0.069 1.581 1.262  -0.03
N2 0.110 1.232 2.546  0.05
N3 1.341 1.340 2.812  -0.03
N4 2.037 1.747 1.765  0.05
C7 1.170 1.907 0.787  -0.59
S1 1.539 2.371 -0.829  1.02
C8 3.299 1.920 -0.886  -0.33
C9 3.775 0.627 -0.231  -0.51
O2 4.901 0.631 0.225  0.07
N5 2.984 -0.471 -0.125  0.02
C10 3.504 -1.477 0.809  -0.12
C11 2.488 -2.562 1.126  -0.15
C12 1.110 -1.925 1.305  -0.13
C13 0.742 -1.351 -0.028  -0.17
C14 -0.502 -1.530 -0.609  -0.04
C15 -0.756 -1.077 -1.892  -0.08
C16 0.261 -0.494 -2.627  -0.08
C17 1.512 -0.316 -2.065  -0.07
C18 1.748 -0.696 -0.748  -0.20
C19 -2.210 0.550 1.117  0.05
H1 -6.128 0.096 0.459  0.10
H2 -5.414 -1.177 -0.572  0.10
H3 -5.978 -1.569 1.070  0.09
H4 -4.666 0.976 -1.179  0.10
H5 -3.060 2.608 -2.014  0.11
H6 -0.906 2.962 -0.883  0.07
H7 3.555 1.927 -1.947  0.09
H8 3.860 2.716 -0.394  0.09
H9 3.790 -0.944 1.722  0.13
H10 4.416 -1.905 0.379  0.13
H11 2.439 -3.289 0.312  0.12
H12 2.801 -3.082 2.031  0.12
H13 1.168 -1.154 2.077  0.10
H14 0.369 -2.661 1.620  0.12
H15 -1.276 -2.029 -0.046  0.12
H16 -1.736 -1.205 -2.326  0.10
H17 0.086 -0.181 -3.645  0.11
H18 2.308 0.113 -2.653  0.11
H19 -1.973 -0.021 1.999  0.12

Results
Spin multiplicity: 1
Total energy (hartree): -1557.849919
Kohn-Sham gap (Eh): 0.322
ΔE to the lowest compared entry with this formula, charge and spin (kJ/mol): 202.9
Max |F| (eV/Å): 1.79
SMILES: COc1cccc(-n2nnnc2SCC(=O)N2CCCc3ccccc32)c1

***

Q: Among the records above, which one has the highest Kohn-Sham gap?
A: C19H19N5O2S

***

Q: Kohn-Sham gap of number 1 (C19H19F3N4O4)?
A: 0.313 Eh